# C44H55BBrCrF3N9O6S

C44H55BBrCrF3N9O6S as an isolated structure (ωB97M-V/def2-TZVPD, OMol25).

Structure (XYZ):
```
121
Properties=species:S:1:pos:R:3:forces:R:3:lowdin_spin:R:1
Br 1.575 3.011 -6.987 0.0 0.0 0.0 0.00
Cr -0.585 0.010 0.240 0.3 0.0 -0.6 2.92
S -1.770 1.931 2.033 -0.1 0.1 0.1 0.01
F -6.335 -2.902 -2.149 0.0 0.0 0.1 0.00
F -4.994 -4.518 -2.654 0.1 -0.1 0.1 0.00
F -5.232 -2.849 -4.003 0.0 0.1 -0.1 0.00
O 2.141 1.177 -2.083 -0.2 0.0 -0.1 0.00
O -0.685 1.091 2.550 -0.1 0.2 0.3 0.03
O -3.038 1.755 2.698 0.0 -0.1 -0.1 0.01
O -1.403 3.316 1.812 -0.1 0.0 0.0 0.00
O -1.929 1.306 0.557 0.3 -0.2 0.1 0.02
O -0.466 1.435 -1.559 0.3 -0.1 0.6 0.00
N 1.807 -1.778 0.111 0.0 0.0 0.0 0.00
N -2.810 2.703 -2.144 0.0 0.3 -0.1 0.00
N -0.823 -1.419 1.713 0.0 0.1 0.0 -0.02
N 1.373 1.156 0.831 -0.2 -0.1 0.1 0.01
N -3.212 2.523 -4.333 0.0 0.0 0.0 0.00
N -1.997 -1.055 -0.777 -0.4 -0.2 -0.3 -0.02
N 1.981 0.220 1.626 0.1 0.0 0.1 0.00
N 0.876 -1.429 -0.823 -0.1 0.0 0.0 -0.01
N 0.409 -1.752 2.195 0.1 0.1 0.0 0.00
C -1.740 -1.933 2.556 0.0 0.0 0.0 0.00
C -0.400 2.714 -4.976 0.0 0.0 0.0 0.00
C 0.282 -2.480 3.313 0.1 0.0 0.0 0.01
C -3.675 -1.185 3.878 0.0 0.0 0.0 0.00
C -3.752 -3.362 2.629 0.0 0.0 0.1 0.00
C -5.153 -3.190 -2.710 0.0 0.0 0.0 0.00
C -6.737 2.870 -3.231 0.0 0.0 0.0 0.00
C -4.005 -1.227 1.428 -0.1 0.0 0.0 0.00
C 1.719 3.757 0.647 0.0 0.0 -0.1 0.00
C -0.611 -1.237 -3.603 0.0 0.0 0.1 0.00
C 3.024 4.203 -0.033 0.0 0.0 0.0 0.00
C -0.859 2.367 -3.703 -0.1 0.1 -0.1 0.00
C 1.455 4.667 1.859 0.0 0.0 0.0 0.00
C 2.717 -2.618 -0.398 0.0 0.0 0.0 0.00
C 0.593 3.979 -0.352 0.0 -0.1 -0.1 0.00
C 1.930 2.335 1.161 0.0 0.1 0.0 0.00
C -4.027 -2.449 -2.025 0.0 0.0 -0.1 0.01
C 3.868 -3.173 0.372 0.0 0.0 0.0 0.00
C -2.294 2.537 -3.403 0.1 -0.1 0.0 0.00
C 0.032 1.842 -2.785 -0.2 0.0 -0.2 0.00
C 3.532 1.007 -2.291 0.0 0.0 0.0 0.00
C -4.409 2.688 -3.659 0.0 0.0 0.0 0.00
C 2.378 -2.837 -1.710 0.0 0.0 0.0 0.00
C 3.716 0.071 3.442 0.0 0.0 0.0 0.00
C -4.017 -1.064 -2.045 0.0 -0.1 0.0 0.00
C -4.174 2.804 -2.284 0.0 0.0 0.0 0.00
C -1.059 -2.611 3.572 0.0 -0.1 0.0 0.00
C -2.003 -2.392 -0.777 0.0 0.0 -0.1 0.01
C -3.007 -3.127 -1.381 0.0 0.0 -0.1 0.00
C 1.386 1.683 -3.082 0.2 0.0 0.1 0.00
C 2.899 2.132 2.153 0.0 0.0 0.0 0.00
C -3.268 -1.903 2.579 0.1 0.1 0.1 0.00
C -5.196 2.947 -1.349 0.0 0.0 0.0 0.00
C 1.686 -1.704 -4.368 0.0 0.0 0.0 0.00
C 1.225 -2.081 -1.956 0.0 0.1 0.0 0.00
C 0.936 2.549 -5.267 0.0 0.0 0.0 0.00
C 0.607 -2.119 -3.354 0.0 0.0 0.0 0.00
C 1.424 -3.048 4.086 0.0 0.0 0.0 0.00
C -2.991 -0.406 -1.396 0.0 0.1 0.0 0.01
C -6.480 2.980 -1.852 0.0 0.0 0.0 0.00
C 0.212 -3.576 -3.651 0.0 0.0 0.0 0.00
C -5.717 2.722 -4.146 0.0 0.0 0.0 0.00
C 1.846 2.052 -4.338 0.0 0.0 0.0 0.00
C 2.895 0.795 2.429 0.0 -0.1 0.0 0.00
B 1.739 -1.287 1.563 0.0 -0.1 -0.1 0.00
H 3.919 0.622 -1.350 0.0 0.0 0.0 0.00
H 1.030 -3.660 4.895 0.0 0.0 0.0 0.00
H -0.188 2.108 -0.908 0.0 0.2 0.0 0.00
H 3.729 0.289 -3.089 0.0 0.0 0.0 0.00
H -1.102 3.099 -5.700 0.0 0.0 0.0 0.00
H -7.312 3.091 -1.169 0.0 0.0 0.0 0.00
H -4.758 -1.254 3.995 0.0 0.0 0.0 0.00
H 0.849 3.577 -1.333 0.0 0.0 0.0 0.00
H -0.360 3.618 0.042 0.0 0.0 0.0 0.00
H 1.879 -0.634 -4.313 0.0 0.0 0.0 0.00
H -1.496 -3.140 4.399 0.0 0.0 0.0 0.00
H 2.903 -3.470 -2.403 0.0 0.0 0.0 0.00
H 1.351 5.697 1.514 0.0 0.0 0.0 0.00
H -0.543 -0.293 -3.083 0.0 0.0 0.0 0.00
H -2.306 2.738 -1.271 0.0 -0.1 0.1 0.00
H 2.610 -1.816 2.172 0.0 0.0 0.0 0.00
H -3.615 -0.246 1.190 0.1 0.2 0.0 0.00
H 4.515 -2.381 0.750 0.0 0.0 0.0 0.00
H -3.395 -3.886 3.515 0.0 0.0 0.0 0.00
H -4.843 -3.377 2.643 0.0 0.0 0.0 0.00
H 4.353 -0.691 2.994 0.0 0.0 0.0 0.00
H -1.190 -2.880 -0.263 0.0 0.0 0.0 0.00
H -7.762 2.900 -3.576 0.0 0.0 0.0 0.00
H -4.023 -1.860 0.543 0.0 0.0 0.1 0.00
H -2.965 0.673 -1.344 0.0 -0.2 0.0 0.00
H -0.693 -1.024 -4.670 0.0 0.0 0.0 0.00
H -5.043 -1.093 1.735 0.0 0.0 0.0 0.00
H 2.046 -2.267 4.522 0.0 0.0 0.0 0.00
H 0.468 5.053 -0.503 0.0 0.0 0.0 0.00
H 3.876 4.136 0.643 0.0 0.0 0.0 0.00
H 1.081 -4.233 -3.677 0.0 0.0 0.0 0.00
H -0.283 -3.629 -4.622 0.0 0.0 0.0 0.00
H -4.992 3.027 -0.289 0.0 0.0 0.0 0.00
H -3.397 -0.132 3.830 0.0 0.0 0.0 0.00
H 3.086 -0.413 4.188 0.0 0.0 0.0 0.00
H 0.537 4.371 2.362 0.0 0.0 0.0 0.00
H 1.333 -1.923 -5.377 0.0 0.0 0.0 0.00
H -3.417 -3.918 1.750 0.0 0.0 0.0 0.00
H -3.211 -1.636 4.754 0.0 0.0 0.0 0.00
H 3.519 2.874 2.623 0.0 0.0 0.0 0.00
H 2.623 -2.236 -4.212 0.0 0.0 0.0 0.00
H 4.016 1.958 -2.525 0.0 0.0 0.0 0.00
H 4.456 -3.816 -0.281 0.0 0.0 0.0 0.00
H -4.794 -0.492 -2.531 0.0 0.0 0.0 0.00
H -2.982 -4.205 -1.342 0.0 0.0 0.0 0.00
H -0.477 -3.957 -2.896 0.0 0.0 0.0 0.00
H 2.887 1.948 -4.602 0.0 0.0 0.0 0.00
H 2.276 4.637 2.574 0.0 0.0 0.0 0.00
H 2.929 5.239 -0.362 0.0 0.0 0.0 0.00
H 2.061 -3.671 3.461 0.0 0.0 0.0 0.00
H 3.234 3.586 -0.909 0.0 0.0 0.0 0.00
H -5.909 2.633 -5.206 0.0 0.0 0.0 0.00
H -1.528 -1.736 -3.310 -0.2 0.0 0.1 0.00
H 4.351 0.791 3.955 0.0 0.0 0.0 0.00
H 3.536 -3.761 1.226 0.0 0.0 0.0 0.00
```
Forces are in eV/Å.

Values from the calculation:
Charge: 0
M in g mol⁻¹: 1037.75
Expectation value of S²: 3.7799
Multiplicity: 4
LUMO (spin up / spin down) in eV: -0.70 / -0.84
Kohn-Sham gap (spin up / spin down) in eV: 7.78 / 7.64
Strongest force on any atom in eV Å⁻¹: 0.65
E in eV: -190351.247